{"formula": "C36H49GaN4O3P2S2", "method": "wB97M-V/def2-TZVPD", "elements": ["Ga", "C", "C", "N", "C", "C", "S", "C", "C", "S", "C", "N", "C", "H", "H", "H", "H", "H", "H", "H", "H", "C", "C", "C", "C", "C", "C", "P", "C", "C", "C", "C", "C", "C", "C", "C", "C", "C", "C", "C", "H", "H", "H", "H", "H", "H", "H", "H", "H", "H", "H", "H", "H", "H", "H", "C", "C", "O", "P", "O", "C", "C", "O", "C", "C", "H", "H", "H", "H", "H", "H", "H", "H", "H", "H", "H", "H", "H", "H", "H", "N", "C", "C", "N", "C", "C", "H", "H", "H", "H", "H", "H", "H", "H", "H", "H", "H"], "coordinates": [[-0.814, 0.082, -0.196], [-1.466, -2.814, -2.319], [-2.284, -1.572, -2.376], [-2.128, -0.502, -1.612], [-3.067, 0.485, -1.895], [-3.939, 0.146, -2.871], [-3.586, -1.422, -3.452], [-2.940, 1.729, -1.142], [-3.699, 2.850, -1.153], [-3.008, 4.033, -0.134], [-1.731, 2.999, 0.267], [-1.836, 1.811, -0.308], [-0.576, 3.427, 1.105], [-0.520, -2.628, -1.817], [-1.258, -3.181, -3.323], [-2.004, -3.597, -1.781], [-4.753, 0.725, -3.276], [-4.609, 3.044, -1.699], [-0.823, 4.294, 1.716], [0.258, 3.709, 0.459], [-0.247, 2.621, 1.761], [-6.180, -0.219, 2.011], [-5.579, -0.786, 0.892], [-4.204, -0.915, 0.836], [-3.410, -0.470, 1.901], [-4.021, 0.075, 3.033], [-5.403, 0.200, 3.080], [-1.646, -0.835, 1.866], [-1.435, -2.608, 1.773], [-0.450, -3.161, 0.958], [-0.269, -4.535, 0.918], [-1.074, -5.355, 1.699], [-2.050, -4.806, 2.525], [-2.237, -3.434, 2.566], [-0.920, -0.240, 3.405], [-1.079, 1.091, 3.804], [-0.640, 1.504, 5.051], [-0.049, 0.587, 5.916], [0.103, -0.737, 5.530], [-0.328, -1.154, 4.277], [-7.257, -0.130, 2.059], [-6.190, -1.151, 0.077], [-3.756, -1.413, -0.014], [-3.441, 0.382, 3.890], [-5.871, 0.612, 3.964], [0.201, -2.517, 0.368], [0.494, -4.971, 0.287], [-0.942, -6.428, 1.666], [-2.669, -5.451, 3.134], [-3.003, -3.012, 3.205], [-1.600, 1.796, 3.168], [-0.791, 2.527, 5.367], [0.261, 0.902, 6.904], [0.539, -1.455, 6.213], [-0.241, -2.198, 4.003], [2.976, 3.386, -2.880], [2.392, 2.801, -1.621], [2.222, 1.340, -1.774], [0.871, 0.559, -1.845], [1.220, -0.804, -2.516], [2.526, -1.507, -2.581], [2.977, -1.583, -4.013], [-0.134, 1.298, -2.781], [0.096, 1.606, -4.220], [-0.518, 2.943, -4.521], [3.289, 4.411, -2.675], [2.260, 3.414, -3.697], [3.857, 2.826, -3.191], [1.426, 3.236, -1.361], [3.077, 2.926, -0.788], [2.337, -2.489, -2.151], [3.233, -0.966, -1.955], [2.243, -2.098, -4.631], [3.910, -2.146, -4.062], [3.160, -0.591, -4.425], [-0.377, 0.797, -4.773], [1.168, 1.574, -4.411], [-1.579, 2.948, -4.271], [-0.425, 3.146, -5.588], [-0.024, 3.750, -3.979], [5.215, 0.012, 3.118], [4.932, 1.118, 2.138], [3.818, 0.683, 1.188], [2.575, 0.282, 1.856], [2.886, -0.773, 2.829], [3.959, -0.391, 3.842], [5.937, 0.301, 3.783], [5.595, -0.798, 2.619], [5.856, 1.346, 1.608], [4.643, 1.989, 2.727], [4.167, -0.164, 0.589], [3.622, 1.503, 0.504], [2.191, 1.085, 2.349], [3.202, -1.660, 2.272], [1.989, -1.039, 3.382], [4.203, -1.217, 4.509], [3.658, 0.467, 4.444]], "charge": 4}


{"formula": "C6H10O", "method": "wB97M-V/def2-TZVPD", "elements": ["O", "C", "C", "C", "C", "C", "C", "H", "H", "H", "H", "H", "H", "H", "H", "H", "H"], "coordinates": [[-0.178, 0.887, 0.317], [-1.465, 0.665, 1.003], [-1.695, -0.783, 0.852], [-0.784, -1.322, -0.178], [0.401, -0.401, 0.083], [1.534, -0.303, -0.735], [2.044, 0.975, -1.242], [-1.091, 1.095, 1.937], [-2.730, -1.078, 0.686], [-2.193, 1.280, 0.472], [-0.489, -2.340, 0.031], [-1.126, -1.306, -1.237], [0.473, -0.686, 1.204], [2.187, -1.169, -0.632], [1.232, 1.602, -1.615], [2.598, 0.928, -2.176], [2.488, 1.577, -0.444]]}


{"formula": "C23H49AlN4P3Se", "method": "wB97M-V/def2-TZVPD", "elements": ["Al", "P", "P", "P", "H", "C", "C", "H", "C", "C", "C", "C", "C", "C", "C", "C", "C", "H", "H", "H", "H", "H", "H", "H", "H", "H", "H", "H", "H", "H", "H", "H", "H", "H", "H", "H", "H", "H", "H", "H", "H", "H", "H", "H", "H", "H", "C", "C", "C", "C", "C", "C", "Se", "H", "H", "H", "H", "H", "H", "C", "N", "C", "N", "C", "N", "C", "N", "C", "C", "H", "H", "H", "H", "H", "H", "H", "H", "H", "H", "H", "H"], "coordinates": [[0.336, -0.614, -0.141], [-1.754, -0.780, 1.814], [1.203, -3.294, -0.443], [-2.325, -1.331, -1.444], [-1.189, 4.012, 0.074], [-2.202, 3.696, -0.186], [-3.021, 3.153, 0.730], [-2.718, 3.051, 1.785], [-1.454, -0.099, 3.512], [-2.105, -2.527, 2.305], [-3.496, -0.182, 1.680], [2.024, -3.416, -2.044], [2.198, -3.952, 0.919], [-0.349, -4.187, -0.496], [-3.484, 0.078, -1.756], [-3.605, -2.629, -1.118], [-1.954, -1.779, -3.193], [-2.483, 3.709, -1.243], [-4.039, 2.831, 0.450], [-1.288, 0.990, 3.506], [-0.609, -0.595, 4.010], [-2.338, -0.301, 4.139], [-1.171, -3.092, 2.416], [-2.746, -3.038, 1.575], [-2.623, -2.539, 3.273], [-3.524, 0.859, 1.332], [-3.971, -0.219, 2.672], [-4.103, -0.806, 1.013], [2.498, -4.402, -2.138], [2.798, -2.647, -2.185], [1.283, -3.316, -2.852], [2.410, -5.017, 0.796], [1.610, -3.836, 1.843], [3.144, -3.389, 0.994], [-0.131, -5.265, -0.418], [-0.875, -4.029, -1.451], [-1.003, -3.914, 0.343], [-4.041, -0.123, -2.681], [-2.904, 1.002, -1.887], [-4.165, 0.216, -0.909], [-4.258, -2.696, -2.000], [-4.216, -2.372, -0.245], [-3.119, -3.600, -0.953], [-2.904, -1.943, -3.723], [-1.354, -2.699, -3.233], [-1.401, -0.958, -3.666], [0.704, 2.242, -3.062], [0.463, 3.628, -2.980], [0.863, 4.485, -4.015], [1.549, 3.996, -5.130], [1.831, 2.623, -5.193], [1.404, 1.746, -4.180], [-0.232, 1.049, -1.780], [1.307, -1.862, 0.328], [-0.094, 4.030, -2.135], [0.612, 5.539, -3.965], [1.832, 4.673, -5.945], [2.382, 2.231, -6.050], [1.608, 0.678, -4.281], [0.992, 1.747, 1.532], [1.656, 0.456, 1.107], [1.899, -0.354, 2.370], [2.689, 0.370, 3.372], [2.001, 1.623, 3.722], [1.805, 2.469, 2.533], [3.131, 2.794, 1.985], [3.826, 1.560, 1.572], [3.013, 0.832, 0.563], [3.997, 0.710, 2.780], [0.015, 1.527, 1.985], [0.846, 2.389, 0.654], [2.453, -1.272, 2.145], [0.939, -0.617, 2.826], [2.613, 2.158, 4.460], [1.025, 1.365, 4.153], [3.002, 3.423, 1.095], [3.722, 3.328, 2.749], [3.562, -0.078, 0.294], [2.904, 1.494, -0.307], [4.605, 1.231, 3.539], [4.496, -0.223, 2.481]], "charge": 3}


{"formula": "C21H50F5O7PS", "method": "wB97M-V/def2-TZVPD", "elements": ["O", "S", "O", "O", "C", "C", "C", "C", "P", "C", "C", "C", "C", "F", "F", "C", "F", "F", "F", "H", "H", "H", "H", "H", "H", "H", "H", "H", "H", "H", "H", "H", "H", "H", "H", "H", "H", "C", "C", "C", "O", "H", "H", "H", "H", "H", "H", "H", "H", "C", "C", "C", "O", "H", "H", "H", "H", "H", "H", "H", "H", "C", "C", "C", "O", "H", "H", "H", "H", "H", "H", "H", "H", "C", "C", "C", "O", "H", "H", "H", "H", "H", "H", "H", "H"], "coordinates": [[-1.970, 0.916, 1.235], [-3.097, -0.072, 1.073], [-3.062, -1.104, 2.150], [-4.549, 0.776, 1.260], [-3.156, -0.791, -0.635], [-2.078, -1.980, -0.823], [-0.812, -1.456, -1.650], [-0.550, -2.262, -3.017], [0.842, -1.306, -3.983], [2.140, -0.233, -4.889], [2.792, 0.930, -4.014], [2.346, 2.413, -4.406], [0.808, 2.591, -4.721], [-0.031, 1.781, -3.929], [0.483, 3.929, -4.349], [0.423, 2.490, -6.279], [-0.245, 3.619, -6.723], [-0.425, 1.396, -6.428], [1.512, 2.303, -7.114], [-5.225, 0.369, 0.677], [-4.188, -1.207, -0.882], [-2.988, 0.074, -1.348], [-2.543, -2.916, -1.246], [-1.699, -2.194, 0.248], [0.151, -1.585, -1.043], [-0.957, -0.342, -1.814], [-1.522, -2.318, -3.600], [-0.147, -3.317, -2.818], [-0.144, -0.970, -4.994], [0.922, -0.439, -2.843], [1.611, -2.522, -4.155], [2.994, -0.940, -5.188], [1.693, 0.119, -5.878], [3.920, 0.880, -4.201], [2.660, 0.819, -2.896], [3.029, 2.837, -5.218], [2.556, 3.064, -3.488], [2.238, -0.831, 2.002], [3.301, -0.299, 1.051], [3.748, 1.098, 1.449], [2.778, -0.273, -0.277], [1.348, -0.194, 1.986], [1.918, -1.831, 1.699], [2.614, -0.879, 3.027], [4.161, -0.973, 1.048], [2.909, 1.801, 1.414], [4.502, 1.472, 0.751], [4.169, 1.106, 2.457], [2.016, 0.320, -0.285], [-3.001, -4.595, 3.131], [-1.655, -4.976, 2.534], [-0.587, -5.095, 3.610], [-1.262, -3.990, 1.581], [-2.944, -3.625, 3.632], [-3.756, -4.502, 2.346], [-3.338, -5.343, 3.854], [-1.745, -5.925, 2.000], [-0.448, -4.141, 4.128], [0.377, -5.358, 3.166], [-0.851, -5.857, 4.347], [-1.178, -3.145, 2.044], [3.516, 0.483, 5.931], [4.863, 0.088, 5.346], [5.918, -0.051, 6.432], [5.279, 1.074, 4.403], [3.580, 1.450, 6.439], [2.770, 0.590, 5.139], [3.162, -0.263, 6.646], [4.766, -0.857, 4.805], [6.065, 0.898, 6.958], [6.883, -0.325, 5.997], [5.636, -0.814, 7.162], [5.369, 1.914, 4.870], [-4.460, 3.409, -1.923], [-5.851, 3.847, -1.492], [-5.813, 5.193, -0.785], [-6.408, 2.867, -0.617], [-3.801, 3.296, -1.057], [-4.501, 2.436, -2.420], [-4.013, 4.132, -2.609], [-6.505, 3.910, -2.366], [-5.200, 5.141, 0.120], [-6.817, 5.490, -0.471], [-5.407, 5.970, -1.437], [-5.837, 2.804, 0.160]], "smiles": "O=S(=O)(O)CCCC[PH3]CCCC(F)(F)C(F)(F)F.CC(C)O.CC(C)O.CC(C)O.CC(C)O"}


Asked for HOMO across the records above, the calculation gives -18.564 -6.385 -15.946 -8.183 eV in order.
Asked for E_tot across the records above, the calculation gives -5248.63174 -309.62313 -4791.66358 -2595.50461 hartree in order.
Asked for energy relative to the best compared isomer or geometry (same formula, charge and spin) across the records above, the calculation gives 8.2 137.6 56.6 53.1 kcal/mol in order.